Entry from the Open Molecules 2025 dataset: the molecule C21H21N3O3S (ωB97M-V with the def2-TZVPD basis set).

```
! RIJCOSX wB97M-V def2-TZVPD def2/J DEFGRID3
* xyz 0 1
C -4.59369 -0.47654 -1.24230
C -3.67800 -1.45063 -0.57308
C -3.85004 -2.82244 -0.70265
C -3.00680 -3.71559 -0.06664
C -1.97024 -3.25324 0.72570
C -1.78101 -1.89230 0.87269
C -2.62319 -1.00425 0.22010
N -2.39385 0.39646 0.38734
C -1.42152 1.00444 -0.30695
N -1.09255 2.25123 -0.17699
C -1.79553 2.99445 0.71679
C -2.82475 2.48449 1.45128
C -3.20193 1.11248 1.32374
O -4.08940 0.52891 1.90364
H -3.37006 3.10259 2.14214
O -1.42055 4.27165 0.83030
H -0.68456 4.44105 0.22551
S -0.58739 0.00548 -1.49212
C 0.68743 1.15811 -2.08304
C 2.11012 0.85110 -1.61176
O 3.05502 1.23102 -2.26528
N 2.17921 0.19018 -0.43895
C 3.35740 -0.31170 0.16606
C 3.42279 -1.68457 0.42442
C 4.56266 -2.19596 1.02407
C 5.61705 -1.36414 1.35657
C 5.53106 -0.00786 1.10907
C 4.39962 0.54486 0.52177
C 4.30371 2.02025 0.29959
H 3.33796 2.39649 0.63566
H 5.09336 2.53994 0.83554
H 4.39306 2.24265 -0.76337
H 6.35004 0.64120 1.38169
H 6.50392 -1.77498 1.81507
H 4.62698 -3.25561 1.22321
C 2.28069 -2.58332 0.05018
H 2.55890 -3.62442 0.18891
H 1.99420 -2.43738 -0.99087
H 1.40520 -2.38374 0.67042
H 1.31458 -0.21184 -0.09734
H 0.67153 1.14777 -3.17198
H 0.38709 2.14384 -1.72169
H -0.99111 -1.50690 1.50183
H -1.31681 -3.94672 1.23225
H -3.16264 -4.77722 -0.18448
H -4.66189 -3.19230 -1.31124
H -5.16782 0.06109 -0.48777
H -4.02881 0.25484 -1.82005
H -5.28415 -0.98979 -1.90552
*
```

For the HOMO energy, the calculation gives -8.9188 eV. As for the structure (SMILES): Cc1ccccc1-n1c(SCC(=O)Nc2c(C)cccc2C)nc(O)cc1=O. The energy relative to the best compared isomer or geometry (same formula, charge and spin) comes out at 12.3 kcal per mole. The calculation puts the LUMO energy at 0.4 eV. For the gap between HOMO and LUMO, the calculation gives 9.330 eV.


Entry from the Open Molecules 2025 dataset: the molecule CBrCl2NO2 in a non-equilibrium geometry (ωB97M-V with the def2-TZVPD basis set).

```
! RIJCOSX wB97M-V def2-TZVPD def2/J DEFGRID3
* xyz 0 1
C -0.40041 -0.52033 0.72263
N 0.23871 0.30035 -0.51935
O 0.08195 -0.15505 -1.60733
O 0.61870 1.38528 -0.16940
Cl 0.25856 0.10980 2.13159
Cl -0.36965 -2.25552 0.52388
Br -2.43103 -0.01826 0.42611
*
```

For the HOMO energy, the calculation gives -11.0336 eV. As for the structure (SMILES): O=[N+]([O-])C(Cl)(Cl)Br. The energy relative to the best compared isomer or geometry (same formula, charge and spin) comes out at 6.1 kcal per mole. The calculation puts the LUMO energy at -1.2 eV. For the gap between HOMO and LUMO, the calculation gives 9.828 eV.


Entry from the Open Molecules 2025 dataset: a structure of composition C12H31N3O12P2STl (ωB97M-V with the def2-TZVPD basis set).

```
! RIJCOSX wB97M-V def2-TZVPD def2/J DEFGRID3
* xyz -1 1
Tl 0.19204 -0.23709 -0.43324
O 0.36577 0.53721 -3.15838
C -0.42993 -0.45391 -3.79366
C 0.10284 -1.86435 -3.60530
N 0.21405 -2.31761 -2.21220
C 1.51948 -2.90723 -1.93464
C 2.65883 -1.87564 -1.96114
O 3.77227 -2.25060 -2.29763
O 2.33541 -0.68615 -1.58571
C -0.89961 -3.17617 -1.81775
C -2.15035 -2.31972 -1.58429
O -3.05013 -2.29881 -2.41099
O -2.10409 -1.62445 -0.49240
H 1.22894 0.14166 -2.93015
H -1.45002 -0.37634 -3.41202
H -0.46389 -0.26059 -4.87212
H -0.56041 -2.54025 -4.15882
H 1.09239 -1.92493 -4.06906
H 1.50000 -3.32270 -0.92604
H 1.76946 -3.70877 -2.63962
H -1.11227 -3.94189 -2.57358
H -0.62724 -3.65800 -0.87975
C -1.58876 -1.61416 4.56847
C -0.66085 -1.24003 3.42843
O 0.67796 -1.07950 3.94540
P -0.43572 -2.59695 2.23808
O -1.82362 -3.10931 1.71497
O 0.03804 -3.83225 3.13380
O 0.54109 -2.25571 1.16680
P -1.17906 0.36601 2.64239
O -2.46638 -0.01726 1.74977
O -1.61513 1.31899 3.67904
O 0.01511 0.71047 1.75728
H -1.18333 -2.45293 5.13609
H -2.56810 -1.89099 4.17711
H -1.70520 -0.74927 5.21983
H 1.12094 -0.45845 3.34627
H -2.03046 -2.67398 0.83719
H 0.83346 -3.57769 3.62252
H -2.34353 -0.50982 0.91703
N 4.38513 5.62959 1.98594
C 2.90263 3.93779 -0.48051
C 2.15858 2.82977 0.17947
N 1.61164 1.91420 -0.82862
H 3.84486 5.29938 1.18860
H 5.22735 5.06622 2.01082
H 3.85198 5.38884 2.81378
H 3.87841 3.72980 -0.90334
H 2.34806 4.76259 -0.91281
H 1.32864 3.19688 0.78284
H 2.80809 2.24198 0.82762
H 2.31213 1.37754 -1.33066
H 0.94963 2.33845 -1.46712
C -2.19560 2.97160 0.53403
S -1.84642 2.21766 -1.06894
C -3.36563 1.27249 -1.32359
H -2.68326 2.25100 1.18705
H -2.81662 3.85913 0.41864
H -1.24330 3.24145 0.98695
H -4.17425 1.92185 -1.65687
H -3.64040 0.76975 -0.39910
H -3.17165 0.51123 -2.07620
*
```

For the HOMO energy (alpha / beta), the calculation gives -6.2233 / -4.8171 eV. The energy relative to the best compared isomer or geometry (same formula, charge and spin) comes out at 28.5 kcal per mole. The calculation puts the LUMO energy (alpha / beta) at 0.9 / 1.8 eV. For the gap between HOMO and LUMO (alpha / beta), the calculation gives 7.105 / 6.627 eV.


Entry from the Open Molecules 2025 dataset: a structure of composition Cl4Mg in a non-equilibrium geometry (ωB97M-V with the def2-TZVPD basis set).

```
! RIJCOSX wB97M-V def2-TZVPD def2/J DEFGRID3
* xyz -2 1
Mg -0.01328 0.05873 -0.01778
Cl 0.90620 2.13122 -0.01645
Cl -2.12351 0.28079 -0.76641
Cl 1.10894 -1.51066 -1.44166
Cl 0.12165 -0.96008 2.24230
*
```

For the HOMO energy, the calculation gives -2.1104 eV. The energy relative to the best compared isomer or geometry (same formula, charge and spin) comes out at 3.2 kcal per mole. The calculation puts the LUMO energy at 6.4 eV. For the gap between HOMO and LUMO, the calculation gives 8.513 eV.


Entry from the Open Molecules 2025 dataset: a structure of composition C15H18NSe2Tc (ωB97M-V with the def2-TZVPD basis set).

```
! RIJCOSX wB97M-V def2-TZVPD def2/J DEFGRID3
* xyz 3 2
Tc -0.21046 -0.51185 -1.04809
C 4.08789 -1.13613 -1.77713
C 4.56824 -1.30825 -0.49004
C 3.69279 -1.18702 0.58661
C 2.36202 -0.90063 0.34365
N 1.89912 -0.73592 -0.92916
C 2.74219 -0.84711 -1.96165
C 1.33210 -0.74856 1.35870
C 1.51629 -0.90184 2.71938
C 0.43646 -0.73689 3.56665
C -0.87814 -0.40293 3.08630
C -1.09556 -0.22250 1.75592
C -0.01785 -0.41748 0.84698
H 4.73816 -1.22118 -2.63735
H 5.61384 -1.53286 -0.32098
H 4.05368 -1.31359 1.59779
H 2.33591 -0.70529 -2.95663
H 2.48233 -1.15104 3.13764
H 0.58066 -0.85846 4.63457
H -1.68122 -0.29719 3.80534
H -2.08113 0.02579 1.38324
C -3.88102 -1.70471 -1.05750
Se -2.48466 -0.69993 -1.96853
C -3.20096 1.13087 -2.10693
C -2.43843 2.11345 -1.24870
Se -0.50404 1.84959 -1.45107
C 0.17855 2.97027 -0.02873
H -4.70215 -1.79027 -1.76419
H -4.18111 -1.18589 -0.15208
H -3.47245 -2.68820 -0.83781
H -4.24233 1.07196 -1.79323
H -3.16851 1.37853 -3.16489
H -2.65257 2.00859 -0.18670
H -2.63516 3.14102 -1.55625
H -0.29605 2.68604 0.90728
H -0.05289 3.99944 -0.29554
H 1.25646 2.83016 0.00316
*
```

The expectation value of S² is 1.146. For the HOMO energy (alpha / beta), the calculation gives -19.2059 / -19.2395 eV. The calculation puts the LUMO energy (alpha / beta) at -13.0 / -13.5 eV. For the gap between HOMO and LUMO (alpha / beta), the calculation gives 6.205 / 5.719 eV.


Entry from the Open Molecules 2025 dataset: the molecule C3H6NP in a non-equilibrium geometry (ωB97M-V with the def2-TZVPD basis set).

```
! RIJCOSX wB97M-V def2-TZVPD def2/J DEFGRID3
* xyz 0 1
C 1.53279 0.18220 -0.98299
C -1.01963 -1.18159 -0.12504
C -0.52023 -0.01725 0.83725
N 2.58705 0.09174 -1.46082
P 0.58001 1.06186 0.25956
H -0.22938 -1.27701 -0.94676
H -1.03035 -2.08364 0.57070
H -2.00671 -1.23836 -0.51321
H -1.34526 0.19942 1.56985
H 1.20843 1.93151 1.13520
H 0.24329 2.33111 -0.34375
*
```

For the HOMO energy, the calculation gives -7.9072 eV. As for the structure (SMILES): CC=[PH2]C#N. The energy relative to the best compared isomer or geometry (same formula, charge and spin) comes out at 69.9 kcal per mole. The calculation puts the LUMO energy at -0.3 eV. For the gap between HOMO and LUMO, the calculation gives 7.637 eV.